# 1
This record from the OMol25 dataset describes an isolated molecule of C34H51N5O7. The level of theory is wB97M-V/def2-TZVPD.

Cartesian coordinates (Å):
1 O -6.034 -1.772 -2.879
2 O 0.294 -4.799 -0.541
3 O -6.877 -0.205 -1.498
4 O 1.576 0.006 0.419
5 O 4.783 -3.832 -1.098
6 O 3.380 -2.304 -1.911
7 O -1.695 -0.292 -1.596
8 N -0.832 -1.461 0.133
9 N -5.132 -1.526 -0.840
10 N 2.339 1.399 -1.199
11 N 1.441 -2.917 -0.062
12 N 0.175 1.603 -0.329
13 C 3.690 0.903 -0.946
14 C 2.101 2.453 -2.171
15 C -5.603 -0.073 1.164
16 C -3.374 -2.669 -0.011
17 C 1.376 0.945 -0.354
18 C -4.094 -0.502 3.009
19 C -0.953 -2.754 -0.489
20 C -1.137 4.059 0.884
21 C 4.431 2.015 -3.086
22 C 2.970 2.270 -3.422
23 C -4.926 -1.045 0.446
24 C 3.372 -3.469 1.391
25 C -2.201 1.822 0.336
26 C -1.229 -0.329 -0.474
27 C -3.414 -1.464 2.291
28 C -1.975 2.599 2.728
29 C -2.204 3.037 1.280
30 C 4.503 0.760 -2.230
31 C -3.830 -1.745 0.993
32 C -6.088 -1.084 -1.726
33 C 2.705 -3.609 0.013
34 C 4.404 1.754 0.108
35 C -6.974 -1.375 -3.864
36 C -2.160 -3.528 0.086
37 C -5.171 0.186 2.452
38 C 0.321 -3.594 -0.376
39 C 3.629 -3.155 -1.101
40 C 2.257 3.853 -1.564
41 C 4.419 -1.929 3.096
42 C 4.926 -0.520 3.378
43 C -4.177 -2.503 -1.088
44 C 3.871 -2.054 1.676
45 C -0.949 0.949 0.328
46 C -3.587 3.688 1.174
47 H 5.744 -0.268 2.707
48 H 5.284 -0.437 4.401
49 H 5.232 -2.645 3.238
50 H 2.592 1.414 -3.985
51 H -3.794 -0.280 4.023
52 H 3.553 -0.097 -0.525
53 H 3.060 -1.337 1.542
54 H -2.138 3.437 3.402
55 H 1.064 2.351 -2.517
56 H 5.347 -3.541 -1.832
57 H 5.535 0.533 -1.961
58 H -4.156 -2.996 -2.039
59 H -2.584 -1.996 2.732
60 H -5.681 0.934 3.041
61 H -0.442 -1.414 1.061
62 H 4.208 -4.169 1.438
63 H 1.734 3.912 -0.613
64 H -0.095 2.157 -1.126
65 H -2.387 2.154 -0.688
66 H 3.630 -2.179 3.809
67 H -1.269 4.376 -0.148
68 H -1.141 -2.564 -1.554
69 H -3.787 4.001 0.152
70 H 4.106 -0.085 -2.796
71 H -3.035 1.174 0.616
72 H 3.765 1.865 0.981
73 H 4.655 2.742 -0.267
74 H 3.301 4.098 -1.398
75 H -1.209 4.939 1.520
76 H -0.636 0.692 1.343
77 H -2.276 -4.450 -0.481
78 H 2.480 -4.671 -0.166
79 H -0.957 2.246 2.875
80 H 5.001 1.875 -4.006
81 H -6.807 -0.336 -4.153
82 H 4.663 -1.800 0.966
83 H 4.861 2.867 -2.558
84 H 1.836 4.596 -2.238
85 H -2.664 1.802 2.996
86 H 2.641 -3.761 2.147
87 H 4.128 0.203 3.229
88 H -7.992 -1.476 -3.483
89 H -6.816 -2.037 -4.712
90 H -4.361 2.986 1.473
91 H -1.959 -3.785 1.128
92 H 5.322 1.260 0.417
93 H -6.436 0.456 0.730
94 H -0.142 3.637 0.997
95 H 2.863 3.160 -4.046
96 H 1.456 -1.901 -0.017
97 H -3.647 4.564 1.817

## Properties
- HOMO (eV) = -8.111
- DFT total energy (eV) = -57873.9774
- ΔE to the lowest compared entry with this formula, charge and spin (kJ/mol) = 23.64
- largest force on an atom (eV/Å) = 0.68



# 2
This record from the OMol25 dataset describes a cluster of 2 separate species, C6H13NO in total. The level of theory is wB97M-V/def2-TZVPD.

Cartesian coordinates (Å):
1 O -2.993 -1.324 0.609
2 N 0.566 -1.674 -0.481
3 C -0.262 -1.391 1.699
4 C 0.115 -0.811 0.567
5 C 1.443 2.485 -0.819
6 C 0.283 0.676 0.472
7 C 1.615 1.113 -0.164
8 C -0.173 -1.761 -1.494
9 H -0.339 -2.463 1.833
10 H 1.425 3.247 -0.033
11 H -0.522 1.119 -0.132
12 H -3.355 -2.215 0.573
13 H -3.669 -0.775 0.182
14 H 0.140 1.168 1.432
15 H 2.344 1.278 0.640
16 H -1.069 -1.158 -1.642
17 H 0.530 2.568 -1.407
18 H 2.155 0.374 -0.744
19 H 0.138 -2.505 -2.218
20 H -0.636 -0.840 2.552
21 H 2.263 2.887 -1.423

## Properties
- HOMO (eV) = -8.385
- SMILES = C=NC(=C)CCC.O
- DFT total energy (eV) = -9968.5902
- ΔE to the lowest compared entry with this formula, charge and spin (kJ/mol) = 249.33
- largest force on an atom (eV/Å) = 1.51



# 3
This record from the OMol25 dataset describes a structure of composition C2H3BrOS. The level of theory is wB97M-V/def2-TZVPD.

Cartesian coordinates (Å):
1 Br 0.145 -1.932 -2.659
2 S -1.839 0.135 -1.797
3 O 1.417 -1.563 0.370
4 C 0.389 -1.048 0.669
5 C -0.216 -0.216 -2.077
6 H -0.421 -1.681 0.931
7 H -1.504 1.207 -1.128
8 H 0.346 0.106 0.865

## Properties
- HOMO (eV) = -8.842
- DFT total energy (eV) = -85043.8439
- ΔE to the lowest compared entry with this formula, charge and spin (kJ/mol) = 348.08
- largest force on an atom (eV/Å) = 2.72



# 4
This record from the OMol25 dataset describes a cluster of 2 separate species, C8H8N4O4 in total. The level of theory is wB97M-V/def2-TZVPD.

Cartesian coordinates (Å):
1 O -0.246 0.270 0.888
2 O -3.477 -0.364 -2.381
3 O 2.558 0.818 -2.246
4 O 1.657 0.230 2.352
5 N -2.374 0.840 1.236
6 N -1.817 0.225 -0.910
7 N 3.385 -0.879 -1.156
8 N 2.306 0.755 0.138
9 C -4.121 0.740 -0.422
10 C -3.193 0.197 -1.318
11 C -3.652 1.011 0.827
12 C -1.353 0.435 0.427
13 C 2.631 0.305 -1.096
14 C 3.269 -1.806 -0.096
15 C 2.031 -0.123 1.177
16 C 2.529 -1.578 1.037
17 H -5.165 0.891 -0.640
18 H 1.732 1.567 0.073
19 H -1.060 0.018 -1.540
20 H 4.141 -2.648 -0.224
21 H 4.073 -0.893 -1.961
22 H 2.629 -2.176 1.940
23 H -2.196 0.949 2.206
24 H -4.288 1.215 1.689

## Properties
- HOMO (eV) = -8.993
- SMILES = O=c1cc[nH]c(=O)[nH]1.O=c1cc[nH]c(=O)[nH]1
- DFT total energy (eV) = -22575.8507
- ΔE to the lowest compared entry with this formula, charge and spin (kJ/mol) = 297.12
- largest force on an atom (eV/Å) = 6.53



# 5
This record from the OMol25 dataset describes the ion C7H8N with charge +1. The level of theory is wB97M-V/def2-TZVPD.

Cartesian coordinates (Å):
1 N -1.836 -2.334 0.429
2 C -0.059 1.589 -0.504
3 C -0.467 -1.707 0.598
4 C 0.486 0.763 0.629
5 C 0.902 2.221 -1.210
6 C -0.298 -0.415 0.595
7 C 2.193 1.721 -0.698
8 C 1.978 0.813 0.237
9 H 3.153 1.987 -0.993
10 H -1.101 1.520 -0.706
11 H -2.637 -1.841 0.041
12 H -2.316 -2.759 1.258
13 H 0.412 1.071 1.689
14 H 0.382 -2.430 0.803
15 H 1.042 2.970 -1.980
16 H -1.834 -3.169 -0.189

## Properties
- HOMO (spin up / spin down) (eV) = -12.155 / -12.454
- DFT total energy (eV) = -8864.5575
- ΔE to the lowest compared entry with this formula, charge and spin (kJ/mol) = 377.65
- largest force on an atom (eV/Å) = 2.68
- charge = +1